[1]
DFT (wB97M-V/def2-TZVPD) results for the ion C10H20P with charge +1 at a distorted geometry.

Output
**Gap between HOMO and LUMO**: 7.57 eV
**Relative energy (zero: lowest compared OMol25 entry of this formula, charge and spin)**: 62.62 kcal per mole
**Total charge**: +1

CARTESIAN COORDINATES (ANGSTROEM)
C 0.0352 -2.1929 0.5575
C 1.3532 -1.5073 0.9272
C -0.5944 -1.5152 -0.7265
C 1.7371 -0.2719 0.1192
C -0.6616 -0.1176 -0.6143
C 0.5511 0.4993 -0.2763
C 3.7136 1.2799 -0.2747
C -2.6590 1.9859 0.6039
C -3.7804 0.0113 -0.7294
C 2.8016 0.5943 0.7090
P -2.5213 0.2469 0.5875
H 0.0388 -3.2502 0.1451
H -0.6154 -2.1146 1.4221
H 1.2962 -1.1877 2.0198
H 2.1207 -2.2641 0.8133
H 0.0120 -1.7311 -1.6707
H -1.5926 -2.0078 -0.7235
H 2.0788 -0.6802 -0.8784
H -1.0859 0.3893 -1.5731
H 0.5462 1.5384 -0.3096
H 3.1247 1.8227 -1.0692
H 4.1608 0.4374 -0.8674
H 4.4344 1.9767 0.0557
H -3.1904 2.3555 -0.3277
H -1.6292 2.3642 0.6820
H -3.1529 2.4017 1.4663
H -4.3112 -0.9775 -0.7078
H -3.4331 0.1256 -1.7806
H -4.5134 0.6991 -0.4712
H 2.4083 1.2343 1.4528
H 3.3283 -0.1445 1.4392

---

[2]
DFT (wB97M-V/def2-TZVPD) results for a cluster of 7 separate species, C25H40F3N8O13PS in total at a distorted geometry.

Output
**Gap between HOMO and LUMO**: 6.93 eV
**SMILES**: C#CCCCc1c([PH2]=S)c(CCC)c(COC(F)(F)F)c2ncc(C)nc12.C[N+](=O)[O-].C[N+](=O)[O-].C[N+](=O)[O-].C[N+](=O)[O-].C[N+](=O)[O-].C[N+](=O)[O-]

CARTESIAN COORDINATES (ANGSTROEM)
C -3.3373 6.2846 4.9981
C -3.1382 5.7593 3.8039
C -3.0078 5.1262 2.3173
C -1.6584 5.5534 1.5442
C -0.3842 4.5905 1.7843
C -0.7260 3.0069 1.7276
C -0.7610 2.2179 3.0843
P -0.3789 2.9644 4.7854
S -1.9524 3.2411 5.8949
C -1.1546 0.6603 3.0008
C -1.2407 -0.1312 4.4100
C 0.1611 -0.8970 4.6832
C 1.3304 -0.5122 3.5949
C -1.4664 -0.0518 1.6076
C -1.8859 -1.6007 1.4666
O -1.2154 -2.4978 2.4022
C -2.0838 -3.5053 2.9065
F -3.2353 -3.0224 3.6048
F -1.3306 -4.2881 3.8761
F -2.5002 -4.4066 1.8726
C -1.3983 0.8330 0.2649
N -1.7197 0.1383 -0.9718
C -1.6842 0.9944 -2.1305
C -1.3342 2.5240 -2.0273
C -1.3812 3.3766 -3.4243
N -0.9792 3.2694 -0.8433
C -1.0399 2.3568 0.2880
H -3.7252 6.3820 6.0853
H -3.8915 5.5967 1.7161
H -3.2198 3.9984 2.3519
H -1.4061 6.6348 1.9042
H -1.8962 5.6474 0.4101
H 0.2439 4.8793 2.7230
H 0.3370 4.7800 0.8850
H 0.4924 2.0075 5.4568
H 0.3592 4.1926 4.7389
H -2.0423 -0.9653 4.2465
H -1.6287 0.5043 5.2847
H 0.5144 -0.7540 5.7729
H 0.0169 -2.0481 4.5533
H 2.2571 -1.1370 3.9372
H 1.6287 0.5970 3.6436
H 1.0854 -0.8887 2.5324
H -1.6492 -2.0097 0.3995
H -3.0493 -1.6285 1.5376
H -1.9560 0.5561 -3.1594
H -2.0856 4.2756 -3.1891
H -0.3465 3.7243 -3.7706
H -1.9498 2.7379 -4.2054
C -1.5360 -3.5245 -2.9559
N -1.4431 -2.1801 -3.5825
O -2.4888 -1.5674 -3.7568
O -0.3244 -1.7839 -3.8786
H -2.5826 -3.7442 -2.7479
H -1.1237 -4.2452 -3.6619
H -0.9567 -3.4977 -2.0328
C 0.1151 -2.2700 -7.2605
N -0.0455 -3.7253 -7.0039
O 0.2901 -4.4931 -7.8938
O -0.5038 -4.0465 -5.9153
H 0.5294 -2.1328 -8.2587
H -0.8715 -1.8122 -7.1859
H 0.7930 -1.8755 -6.5035
C 3.3814 0.2163 -0.5374
N 3.7085 0.3851 0.9030
O 2.9203 1.0249 1.5864
O 4.7448 -0.1306 1.2981
H 2.4394 0.7229 -0.7457
H 4.1937 0.6601 -1.1131
H 3.2959 -0.8528 -0.7321
C 1.6967 -5.4993 3.3286
N 2.8693 -5.0158 2.5531
O 2.7470 -4.9417 1.3359
O 3.8714 -4.7271 3.1902
H 0.8832 -5.7169 2.6375
H 2.0027 -6.4007 3.8599
H 1.4121 -4.7080 4.0220
C 4.9624 -6.9858 -0.4717
N 6.1355 -6.5016 -1.2457
O 6.0145 -6.4269 -2.4615
O 7.1376 -6.2131 -0.6067
H 4.1497 -7.2031 -1.1639
H 5.2683 -7.8875 0.0591
H 4.6768 -6.1949 0.2223
C -1.2568 6.7653 -6.3456
N -0.6546 5.7441 -5.4487
O -0.3426 4.6676 -5.9519
O -0.5152 6.0571 -4.2704
H -1.3198 6.3553 -7.3529
H -2.2500 6.9966 -5.9603
H -0.6101 7.6425 -6.3258

---

[3]
DFT (wB97M-V/def2-TZVPD) results for a cluster of 2 separate species, C5H8 in total.

Output
**Gap between HOMO and LUMO (spin up / spin down)**: 7.97 / 7.30 eV
**Relative energy (zero: lowest compared OMol25 entry of this formula, charge and spin)**: 103.00 kcal per mole
**SMILES**: C1=CCCC=1.[H][H]

CARTESIAN COORDINATES (ANGSTROEM)
C -1.0332 0.7320 -0.1790
C -0.3698 0.2775 -1.2751
C 0.7102 -0.7156 -0.9109
C 0.1951 -1.1925 0.4940
C -0.6179 0.0111 0.8994
H -0.6590 0.4535 -2.3103
H 1.7190 -0.2916 -0.8179
H 0.7639 -1.5113 -1.6637
H 0.9898 -1.3857 1.2249
H -0.3826 -2.1197 0.3901
H -0.6715 0.3474 1.9355
H -0.5332 2.5798 0.8192
H -0.1107 2.8153 1.3939

---

| no. | E_tot (a.u.) |
| --- | --- |
| 1 | -734.01569 |
| 2 | -3430.91483 |
| 3 | -195.12789 |